No. 1
An isolated molecule of C10H14N2 at a distorted geometry. Source: OMol25; level of theory: the ωB97M-V functional and the def2-TZVPD basis.

For the HOMO energy, the calculation gives -7.7 eV. Its charge is 0.

Atoms and positions in Å:
1 C -1.623 2.245 0.462
2 C -2.726 1.503 -0.105
3 C -0.361 1.775 0.436
4 C -2.642 0.198 -0.364
5 C -0.107 0.440 -0.175
6 C -1.324 -0.450 -0.118
7 C 0.787 0.455 -1.443
8 C 1.375 -0.063 -0.172
9 C 1.558 -1.622 -0.010
10 C 2.414 0.713 0.645
11 N -1.285 -1.693 0.275
12 N -2.421 -2.449 0.084
13 H -2.068 3.151 0.898
14 H -3.750 2.083 -0.144
15 H 0.510 2.156 0.915
16 H -3.427 -0.495 -0.625
17 H 1.114 1.398 -1.767
18 H 0.466 -0.175 -2.287
19 H 1.203 -2.078 -0.897
20 H 0.987 -2.096 0.742
21 H 2.668 -1.757 0.273
22 H 2.507 0.077 1.612
23 H 2.199 1.731 0.720
24 H 3.495 0.692 0.171
25 H -2.513 -3.090 0.836
26 H -3.336 -2.138 -0.184

Results of the Mulliken charge analysis, in e, for atoms 1 through 6: C -0.59; C -0.47; C -0.86; C -0.58; C 1.15; C 0.51

No. 2
A cluster of 3 separate species, C4H13NOS2 in total at a distorted geometry. Source: OMol25; level of theory: the ωB97M-V functional and the def2-TZVPD basis.

For the HOMO energy, the calculation gives -8.8 eV. Its charge is 0.

Atoms and positions in Å:
1 N -1.593 -2.559 0.013
2 C -1.238 -1.188 -0.320
3 C -1.393 -0.314 0.914
4 C 0.101 -0.947 -0.964
5 S 1.495 -1.350 0.078
6 S -0.636 2.003 -0.902
7 C 1.143 2.183 -0.864
8 H -0.870 -2.936 0.602
9 H -1.694 -3.078 -0.815
10 H -2.016 -0.751 -0.954
11 H -2.414 -0.328 1.309
12 H -0.800 -0.826 1.703
13 H -0.938 0.677 0.931
14 H 0.191 -1.615 -1.816
15 H 0.161 0.098 -1.284
16 H 1.429 2.964 -0.175
17 H 1.401 2.491 -1.893
18 H 1.665 1.246 -0.669
19 H 1.313 0.603 1.517
20 H 1.535 1.202 2.901
21 O 1.169 1.395 2.034

Results of the Mulliken charge analysis, in e, for atoms 1 through 6: N -0.62; C 0.06; C -1.20; C -0.35; S -0.12; S -0.01